Entry 1:
The following is a quantum chemistry calculation of a single C4H2ClFO2 molecule in a non-equilibrium geometry, from the OMol25 dataset.

The SMILES is O=C/C(F)=C(/Cl)C=O. The relative energy (zero: lowest compared OMol25 entry of this formula, charge and spin) is 99.1 kJ/mol. The value obtained for the total energy is -864.071652 a.u. The value obtained for the LUMO energy is -1.492 eV. As for the orbital gap: 0.331 hartree. The HOMO energy comes out at -10.51 eV. Its multiplicity is 1.

Cartesian coordinates (Å):
C (0.836, 0.518, 0.085)
C (0.032, 1.407, -0.957)
C (0.366, -0.600, 0.759)
C (-1.018, -1.092, 0.422)
H (-1.100, 1.534, -0.845)
H (-1.189, -2.158, 0.761)
O (0.691, 2.131, -1.696)
O (-1.874, -0.596, -0.362)
F (2.100, 0.844, 0.210)
Cl (1.156, -1.988, 1.623)


Entry 2:
The following is a quantum chemistry calculation of 3 unconnected molecules or ions with the total composition C4H15NO2 in a non-equilibrium geometry, from the OMol25 dataset.

The SMILES is CCNCC.O.O. The relative energy (zero: lowest compared OMol25 entry of this formula, charge and spin) is 112.1 kJ/mol. The value obtained for the total energy is -366.608476 a.u. The value obtained for the LUMO energy is 0.679 eV. As for the orbital gap: 0.360 hartree. The HOMO energy comes out at -9.12 eV. Its multiplicity is 1.

Cartesian coordinates (Å):
C (-0.566, 1.521, -0.046)
N (-0.170, 0.312, -0.750)
C (-1.162, -0.221, -1.707)
C (-1.371, -1.744, -1.629)
C (0.630, 2.097, 0.678)
H (-0.992, 2.280, -0.705)
H (-1.341, 1.224, 0.663)
H (0.704, 0.444, -1.229)
H (-2.092, 0.309, -1.524)
H (-0.870, 0.088, -2.718)
H (-2.443, -1.903, -1.803)
H (-0.788, -2.286, -2.379)
H (-1.137, -2.070, -0.618)
H (0.527, 3.058, 1.139)
H (1.532, 2.013, 0.060)
H (0.951, 1.386, 1.456)
H (2.585, -1.883, 1.440)
H (2.287, -1.162, 0.186)
O (3.043, -1.525, 0.668)
H (0.068, -0.365, 2.225)
H (0.016, -0.758, 3.690)
O (0.589, -0.814, 2.905)


Entry 3:
The following is a quantum chemistry calculation of a molecular structure, C3HCuMgO4 in a non-equilibrium geometry, from the OMol25 dataset.

The value obtained for the total energy is -2255.606240 a.u. The value obtained for the LUMO energy is -11.433 eV. As for the orbital gap: 0.103 hartree. The net charge is +2. The HOMO energy comes out at -14.23 eV. Its multiplicity is 1.

Cartesian coordinates (Å):
O (2.377, -0.309, -0.483)
C (1.168, -0.073, -0.310)
O (0.485, 0.879, -0.086)
Mg (4.103, 0.462, -0.480)
O (0.492, -1.394, -0.044)
C (-0.192, -1.690, 1.130)
C (-0.673, -0.821, 1.927)
O (-1.233, -0.298, 2.873)
Cu (-3.204, 0.352, 3.997)
H (-0.145, -1.781, -0.732)


Entry 4:
The following is a quantum chemistry calculation of 2 unconnected molecules or ions with the total composition C5H12N2O2 in a non-equilibrium geometry, from the OMol25 dataset.

The SMILES is CN=C(C)C.NC(=O)O. The relative energy (zero: lowest compared OMol25 entry of this formula, charge and spin) is 143.9 kJ/mol. The value obtained for the total energy is -457.694105 a.u. The value obtained for the LUMO energy is 0.786 eV. As for the orbital gap: 0.358 hartree. The HOMO energy comes out at -8.96 eV. Its multiplicity is 1.

Cartesian coordinates (Å):
C (1.661, 1.138, -0.213)
C (-0.705, -0.858, 1.870)
C (-0.933, 1.521, 0.969)
C (-0.251, 0.179, 0.873)
N (0.943, -0.002, 0.331)
H (1.045, 1.802, -0.832)
H (2.469, 0.762, -0.846)
H (2.124, 1.730, 0.583)
H (-0.273, -1.831, 1.631)
H (-0.366, -0.559, 2.866)
H (-1.945, 1.407, 1.361)
H (-0.369, 2.172, 1.643)
H (-0.988, 1.991, -0.014)
H (-1.794, -0.933, 1.875)
C (-0.331, -0.963, -1.576)
N (0.257, -2.184, -1.560)
O (0.082, -0.256, -2.643)
O (-1.425, -0.699, -1.006)
H (-0.507, 0.518, -2.667)
H (0.109, -2.717, -0.717)
H (1.196, -2.218, -1.927)


Entry 5:
The following is a quantum chemistry calculation of 9 unconnected molecules or ions with the total composition C22H38Cl10F8O4 in a non-equilibrium geometry, from the OMol25 dataset.

The SMILES is FC(F)C(F)(F)COC(F)(F)C(F)F.C1CCOC1.C1CCOC1.C1CCOC1.ClCCl.ClCCl.ClCCl.ClCCl.ClCCl. The relative energy (zero: lowest compared OMol25 entry of this formula, charge and spin) is 0.0 kJ/mol. The value obtained for the total energy is -6562.793992 a.u. The value obtained for the LUMO energy is 0.339 eV. As for the orbital gap: 0.358 hartree. The HOMO energy comes out at -9.41 eV. Its multiplicity is 1.

Cartesian coordinates (Å):
C (-0.153, 0.212, 0.836)
C (0.980, -0.357, 1.690)
C (2.193, -0.863, 0.904)
F (2.544, 0.005, -0.066)
F (3.248, -1.104, 1.703)
F (1.292, 0.570, 2.649)
F (0.527, -1.443, 2.395)
O (-0.656, -0.835, -0.002)
C (-2.022, -0.800, -0.181)
C (-2.380, -1.756, -1.328)
F (-1.906, -2.992, -1.079)
F (-3.658, -1.762, -1.695)
F (-2.623, -1.171, 0.974)
F (-2.401, 0.461, -0.437)
H (0.172, 0.954, 0.101)
H (-0.861, 0.664, 1.532)
H (1.877, -1.807, 0.452)
H (-1.774, -1.351, -2.155)
C (4.704, 1.450, 3.525)
C (3.792, 2.666, 3.616)
C (3.388, 2.644, 5.083)
O (3.347, 1.282, 5.440)
C (4.366, 0.566, 4.731)
H (5.739, 1.803, 3.605)
H (4.687, 0.933, 2.566)
H (2.940, 2.499, 2.956)
H (4.348, 3.561, 3.336)
H (2.452, 3.161, 5.290)
H (4.155, 3.160, 5.683)
H (4.043, -0.427, 4.434)
H (5.210, 0.569, 5.428)
C (-0.747, 2.587, -2.549)
C (-0.605, 3.183, -3.956)
C (-2.001, 3.777, -4.221)
O (-2.815, 3.535, -3.057)
C (-1.900, 3.410, -1.971)
H (0.156, 2.757, -1.959)
H (-0.983, 1.526, -2.628)
H (-0.332, 2.444, -4.706)
H (0.115, 4.001, -3.925)
H (-2.496, 3.354, -5.093)
H (-1.978, 4.869, -4.284)
H (-2.252, 2.946, -1.050)
H (-1.526, 4.397, -1.678)
C (0.901, -5.205, 1.613)
C (1.798, -6.446, 1.736)
C (2.486, -6.481, 0.321)
O (2.091, -5.316, -0.368)
C (0.834, -4.880, 0.129)
H (1.393, -4.379, 2.131)
H (-0.041, -5.427, 2.113)
H (1.156, -7.319, 1.830)
H (2.433, -6.305, 2.605)
H (2.090, -7.352, -0.214)
H (3.571, -6.569, 0.327)
H (-0.026, -5.354, -0.358)
H (0.761, -3.815, -0.093)
C (-5.887, 0.198, -1.583)
Cl (-6.264, 0.011, 0.145)
Cl (-6.578, -1.080, -2.605)
H (-6.261, 1.158, -1.917)
H (-4.809, 0.161, -1.640)
C (-3.393, -0.306, 3.988)
Cl (-2.294, 1.045, 4.313)
Cl (-2.572, -1.892, 4.029)
H (-4.175, -0.268, 4.735)
H (-3.786, -0.201, 2.984)
C (0.642, 0.119, -3.352)
Cl (0.322, -1.439, -4.051)
Cl (2.410, 0.417, -3.046)
H (0.411, 0.848, -4.119)
H (0.110, 0.259, -2.421)
C (-4.364, 0.073, -5.611)
Cl (-5.340, 1.497, -5.422)
Cl (-3.039, -0.052, -4.406)
H (-4.987, -0.808, -5.499)
H (-3.918, 0.085, -6.599)
C (2.908, 4.419, -0.067)
Cl (2.048, 3.028, 0.548)
Cl (2.638, 4.712, -1.794)
H (2.562, 5.264, 0.523)
H (3.961, 4.320, 0.184)


> Look up the multiplicity of the fourth one.

1